Density functional theory data (ωB97M-V/def2-TZVPD) for C47H55NO2S2TcTe as an isolated structure in a non-equilibrium geometry.

<S²> = 2.087
energy above the lowest of the compared OMol25 structures with the same formula, charge and spin = 94.9 kJ/mol
Kohn-Sham gap (spin up / spin down) = 0.2200 / 0.2144 Ha
LUMO level (spin up / spin down) = -3.7 / -4.2 eV
multiplicity = 3
charge = +1

Structure (XYZ):
```
109
Properties=species:S:1:pos:R:3:forces:R:3:mulliken_spin:R:1
Te -1.24134 2.00299 -0.26123 -0.4 1.3 -0.5 0.6286
Tc -0.18379 -1.46045 0.15536 -2.8 2.4 -1.0 0.7041
S 1.15442 0.20466 -0.93527 0.0 -0.5 0.3 0.1695
S -1.44921 -1.34051 -1.76460 1.0 -0.3 1.0 0.1356
O -1.95332 -1.97331 1.16277 -0.1 -0.4 -0.3 0.0546
O 1.11537 -2.63758 -0.52663 1.6 -1.7 -0.5 -0.0468
N -1.17693 0.07994 1.04405 0.4 -0.7 0.7 0.1153
C -0.40477 -0.61295 -2.98137 -0.1 0.0 0.0 0.0165
C -2.10129 7.73442 -3.17922 0.0 0.0 0.1 -0.0023
C -5.12087 1.36773 2.51265 0.0 0.1 0.0 0.0318
C -1.94256 3.98998 -2.51169 0.1 0.0 0.0 0.0169
C 4.06684 -6.71077 -4.76746 0.0 0.0 0.0 0.0000
C 1.86495 3.66120 3.14162 0.1 0.0 0.0 0.0052
C 0.99075 -0.74575 3.50834 0.1 0.0 0.0 -0.0024
C -5.79268 -0.93356 2.33725 -0.1 0.0 0.0 0.0011
C 1.61790 3.79086 -0.63558 0.0 -0.2 0.1 0.0258
C 0.67375 3.05208 3.50549 -0.1 0.0 0.1 0.0012
C -2.01824 2.75952 -3.38754 0.0 0.1 0.1 0.0160
C -1.89826 5.15595 -0.38538 0.0 -0.1 0.1 -0.0340
C -2.19799 -0.70996 1.32003 0.4 0.4 0.2 0.0328
C 1.32355 -3.28166 2.50217 0.1 0.0 0.1 0.0162
C -3.85280 1.03295 2.07056 0.1 -0.1 0.0 0.0286
C 3.57525 -5.73820 -3.74252 0.0 0.1 0.1 0.0097
C -2.01808 6.42143 -2.45436 0.0 -0.1 -0.1 0.0264
C 2.15233 3.86849 1.80396 0.0 0.0 0.1 0.0004
C 2.26424 -5.76783 -3.27889 0.0 -0.1 0.0 -0.0030
C 4.44269 -4.76722 -3.23672 0.0 0.0 0.0 -0.0026
C 2.39467 -2.39569 2.44173 0.0 0.0 0.0 -0.0125
C 2.18524 -1.09748 2.90491 0.0 0.0 0.0 0.0060
C -1.97425 6.36382 -1.06767 0.0 0.0 0.0 -0.0170
C 0.11685 -2.91986 3.09993 0.1 -0.1 0.1 0.0150
C -0.93273 -0.77836 -4.38066 0.1 0.0 0.1 0.0026
C 2.68112 -3.85691 -1.86933 -0.2 -0.3 -0.1 0.0059
C 1.79563 -4.85893 -2.34889 0.0 0.1 0.1 0.0092
C 1.27420 3.46934 0.79641 -0.2 0.0 -0.1 -0.0838
C -2.02658 5.22120 -3.15296 0.0 0.0 0.0 -0.0094
C -3.54496 -0.28974 1.75738 -0.1 -0.1 0.0 -0.0376
C -0.05194 -1.66056 3.66245 0.0 0.0 0.0 -0.0088
C 2.25516 -2.80352 -1.01391 0.3 0.3 -0.1 0.0033
C 3.76255 -2.82982 1.98722 -0.1 0.1 -0.1 -0.0011
C 4.03207 -3.83086 -2.31431 0.0 0.1 0.0 0.0080
C -0.87182 -0.84739 5.87918 -0.1 0.0 -0.1 -0.0002
C 0.72730 0.01745 -2.63627 0.0 -0.1 0.2 0.0189
C 0.37009 -4.94462 -1.89269 0.0 0.0 0.0 -0.0134
C 0.10128 2.80747 1.17987 0.1 -0.1 -0.2 0.1109
C -6.09248 0.38542 2.64770 0.0 0.0 0.0 -0.0002
C 1.66404 0.70117 -3.59137 -0.1 0.0 0.0 0.0092
C -1.27844 -1.26107 4.45759 -0.1 -0.1 0.1 0.0096
C -4.52698 -1.27123 1.89193 0.1 0.0 -0.1 -0.0017
C -1.81958 3.95899 -1.11150 0.1 -0.3 0.2 -0.0054
C 5.02874 -2.82059 -1.80915 0.0 0.0 0.0 -0.0019
C -2.34350 -2.35175 4.53629 0.0 0.1 -0.1 -0.0028
C -1.94479 5.19506 1.12069 0.0 0.1 -0.1 0.0258
C -0.19547 2.61025 2.52422 0.0 -0.1 0.0 0.0010
H 2.69946 0.49424 -3.31930 0.0 0.0 0.0 0.0005
H 2.98304 -0.36554 2.83176 0.0 0.0 0.0 0.0006
H -5.34583 2.39570 2.76517 0.0 0.0 0.0 0.0007
H -0.39945 -1.68501 6.39542 0.0 0.0 0.0 -0.0001
H 1.51708 1.78394 -3.54877 0.1 0.0 0.0 -0.0005
H -2.06545 4.20160 1.54246 -0.1 0.0 0.1 -0.0108
H 3.76208 -3.86976 1.65941 0.0 0.0 0.0 0.0002
H 2.03758 4.79379 -0.70938 0.0 0.0 0.0 -0.0002
H -3.22761 -1.96605 5.04486 0.0 0.0 0.0 0.0001
H 5.14955 -2.89515 -0.72789 0.0 0.0 0.0 -0.0003
H -3.06328 2.51205 -3.58758 0.0 0.0 0.0 0.0023
H 4.72959 -1.79926 -2.05262 0.0 0.0 0.0 0.0043
H 1.50598 0.37151 -4.61593 0.0 0.0 0.0 0.0010
H -2.01083 7.28240 -0.49015 0.0 0.0 0.0 0.0005
H -1.03731 5.63937 1.53529 0.0 -0.1 0.0 0.0025
H 4.97944 -7.19853 -4.42333 0.0 0.0 0.0 0.0008
H 4.46608 -2.73655 2.81553 0.0 -0.1 0.0 0.0005
H 3.32345 -7.47257 -4.99230 0.0 0.0 0.0 -0.0001
H 2.56514 3.98073 3.90270 0.0 0.0 0.0 0.0005
H 5.99947 -2.99883 -2.26535 0.0 0.0 0.0 0.0003
H -2.64829 -2.69177 3.54729 0.0 0.0 0.0 0.0010
H 2.97876 -2.01828 -0.79785 -0.1 0.0 0.1 0.0147
H 0.88203 0.25653 3.89343 0.0 0.1 0.0 -0.0004
H -1.97293 -3.20775 5.10451 0.0 0.0 0.0 -0.0001
H -2.02183 -0.72079 -4.37270 0.0 0.0 -0.1 0.0000
H -7.08215 0.65057 2.99536 0.0 0.0 0.0 0.0002
H -1.88425 7.60783 -4.23845 0.0 0.0 0.0 0.0001
H -3.10147 1.80310 1.97052 0.0 0.0 0.0 -0.0008
H -2.09264 5.23566 -4.23606 0.0 0.0 0.0 0.0017
H 0.42172 2.92027 4.55065 0.0 0.0 0.0 0.0004
H -0.67588 -3.65329 3.15337 0.0 0.0 0.0 -0.0034
H 1.44882 -4.29528 2.13572 0.0 0.0 0.0 0.0031
H 4.13911 -2.19976 1.17809 0.0 0.0 0.0 -0.0002
H -6.54730 -1.70152 2.44444 0.0 0.0 0.0 0.0001
H -1.71993 -0.38439 3.96710 0.0 0.0 0.0 -0.0039
H 0.73769 3.74209 -1.27374 0.1 0.1 -0.1 -0.0100
H -4.28284 -2.29231 1.63286 0.0 0.0 0.0 0.0021
H -1.54624 1.88370 -2.94693 0.0 -0.1 -0.1 0.0024
H -1.40139 8.45930 -2.76343 0.0 0.0 0.0 0.0014
H -1.10961 2.10228 2.80774 0.1 0.0 0.0 -0.0095
H 2.35745 3.08491 -1.01672 0.0 0.0 0.0 0.0062
H -0.66123 -1.76225 -4.77081 0.0 0.0 -0.1 0.0016
H -0.17978 -4.03939 -2.15646 0.0 0.0 0.0 0.0076
H 1.58578 -6.52394 -3.65568 0.0 0.0 0.0 0.0002
H -1.53974 2.95360 -4.34788 0.0 0.0 0.0 0.0023
H 0.30863 -5.05435 -0.80926 0.0 0.0 0.0 0.0010
H 3.07392 4.36774 1.52807 0.0 0.0 0.0 -0.0001
H -1.75468 -0.54949 6.44645 0.0 0.0 0.0 0.0000
H -3.10384 8.15654 -3.08573 0.0 0.0 0.0 0.0028
H -0.17140 -0.01206 5.87813 0.0 0.0 0.0 0.0001
H 4.31036 -6.18740 -5.69410 0.0 0.0 0.0 0.0010
H 5.46924 -4.74758 -3.58339 0.0 0.0 0.0 0.0001
H -2.78597 5.80717 1.44933 0.0 0.0 0.0 0.0035
H -0.54585 -0.01709 -5.05444 0.0 0.0 0.0 -0.0020
H -0.12779 -5.79491 -2.35399 0.0 0.0 0.0 -0.0012
```
Positions in Å, forces in eV/Å.

***

Density functional theory data (ωB97M-V/def2-TZVPD) for a 16-piece molecular cluster, C47H56Cl45FNO4PSi overall in a non-equilibrium geometry.

Kohn-Sham gap = 0.3040 Ha
LUMO level = -0.2 eV

Structure (XYZ):
```
156
Properties=species:S:1:pos:R:3:forces:R:3:lowdin_charge:R:1
Cl -12.63036 3.14755 -3.77839 0.0 0.0 0.0 0.5291
Cl -11.83836 -7.42859 6.98066 0.0 -0.1 0.4 0.5128
Cl 5.07644 1.46088 -8.06824 0.0 0.2 -0.1 0.5232
Cl -11.48388 6.47433 -4.77060 -0.1 0.1 0.0 0.5183
Cl -14.27632 -7.90070 8.47792 0.0 0.0 0.0 0.5447
Cl -9.47225 1.27498 -7.89909 0.3 0.2 -0.4 0.5148
Cl 4.35076 -0.55706 -5.58715 -0.1 -0.2 0.1 0.5066
Cl 7.96497 1.55704 -8.33567 0.0 0.0 0.0 0.5350
Cl 6.01371 0.29725 -12.24244 0.0 0.0 0.0 0.5208
Cl -12.67717 -3.31067 6.19029 -0.3 0.1 0.2 0.5021
Cl -11.38714 1.12972 -5.45541 -0.3 0.1 0.3 0.4949
Cl -9.64930 7.24572 -2.65882 0.0 0.0 0.0 0.5319
Cl -7.81929 -3.90311 1.84237 0.1 0.2 0.1 0.5122
Cl 16.31119 3.79815 0.35696 0.0 0.0 0.0 0.5215
Cl 4.68087 -2.02655 -11.11876 0.0 0.0 0.0 0.5192
Cl 3.11245 0.14958 -12.23569 0.0 0.0 0.0 0.5234
Cl -11.32395 3.46225 -8.45002 0.0 0.0 0.0 0.5526
Cl 14.73849 10.90307 2.81022 0.0 0.0 0.0 0.5250
Cl -9.76435 3.21902 -4.26540 0.0 0.0 -0.1 0.5367
Cl 6.71721 2.21151 -5.79739 0.0 0.0 0.0 0.5237
Cl 5.03588 -0.94816 4.12987 -0.4 -0.2 -0.1 0.5766
Cl 15.31466 9.34224 0.43199 0.0 0.2 0.0 0.5031
Cl -6.95491 -1.16213 1.41634 -0.1 0.0 0.6 0.5407
Cl -10.53604 -4.86383 4.47579 0.3 -0.1 -0.2 0.4798
Cl 6.19691 -3.19696 2.68301 0.0 -0.1 0.1 0.5698
Cl 3.44102 -2.43761 2.20367 0.0 0.0 0.0 0.5369
Cl -10.24414 -12.41339 4.23536 0.0 0.0 0.0 0.5232
Cl 3.80042 -3.17128 -4.44927 0.0 0.0 0.0 0.5344
Cl -9.73482 2.33121 -10.59049 0.0 0.0 0.0 0.5325
Cl 15.16125 6.21751 1.48684 0.0 -0.3 -0.1 0.4984
Cl -8.65183 6.77639 -5.34256 0.0 0.0 0.0 0.5179
Cl -12.70359 -10.14472 7.51496 0.0 0.0 0.0 0.5439
Cl 13.97866 3.63036 2.09818 0.8 0.5 -1.1 0.6823
Cl -10.00315 -6.40714 2.07082 -0.2 -0.2 0.0 0.5150
Cl 12.95484 8.75254 2.02452 -0.1 0.2 0.0 0.5046
Cl -11.27664 -0.55151 -2.41256 0.0 -0.1 0.1 0.5180
Cl -9.42885 -1.69672 2.84073 0.0 0.0 0.0 0.5182
Cl -8.46658 -0.21786 -3.01628 0.0 0.0 -0.1 0.5464
Cl -9.44974 0.27418 -0.31065 0.0 0.0 -0.3 0.5222
Cl -12.82026 -4.00597 9.00717 0.0 -0.1 0.0 0.5177
Cl 1.65970 -1.22869 -4.73477 0.0 0.0 -0.2 0.5735
Cl -12.62384 -14.00265 4.72658 0.0 0.0 0.0 0.5225
Cl -12.13566 -7.18702 3.89356 -0.1 0.0 -0.4 0.5061
Cl -10.29723 -14.30478 6.43799 0.0 0.0 0.0 0.5223
Cl -15.25812 -3.47994 7.51941 0.0 0.0 0.0 0.5287
P -4.87531 0.48563 -0.45457 -0.6 -0.6 1.5 0.8858
Si 9.71726 -0.38753 2.85095 0.2 -0.3 0.5 0.5914
F -3.84034 5.76918 -0.70189 0.4 -0.6 0.4 0.1020
O 0.49739 2.95969 -2.78030 -0.1 0.4 0.2 0.1559
O -3.71535 2.83559 -2.89897 -0.2 -0.5 0.4 0.1577
O -2.73389 6.33491 -2.48421 0.1 -0.1 -0.1 0.1821
O -5.59391 1.58391 -1.43703 0.7 -0.9 -0.2 -0.3132
N -1.69056 3.58645 -2.16553 0.5 -0.2 -1.1 0.0106
C 4.73293 -2.53218 3.40811 0.0 0.1 0.0 -1.5044
C -13.61927 -4.13078 7.43834 0.0 0.1 0.0 -1.5643
C 5.79161 -0.09488 -0.88983 0.1 0.3 0.6 -0.2048
C -2.40999 -0.02697 2.95826 -0.1 -0.3 1.2 -0.2015
C -11.34560 2.81560 -4.94594 0.0 -0.1 0.1 -1.5456
C 7.71164 -0.35903 0.80807 0.0 0.6 -0.5 -0.2700
C 4.35625 0.42759 -0.77771 0.2 0.1 -0.7 -0.2111
C -7.79059 -2.26828 2.51157 -0.1 0.0 -0.2 -1.5029
C 3.42525 -0.11026 -1.89123 -0.7 0.0 0.3 -0.2199
C -0.93034 1.54295 -1.37568 -0.7 -0.5 0.1 -0.0183
C -9.81673 0.36206 -2.03774 -0.1 0.0 0.2 -1.5404
C 3.15956 -1.84842 -5.42982 0.1 0.1 0.2 -1.5168
C -11.24424 -5.83967 3.18810 0.1 0.0 0.0 -1.5189
C -10.00939 7.36500 -4.38023 0.1 -0.1 0.0 -1.5449
C -3.12551 -1.26380 2.38420 0.3 -0.2 -0.1 -0.1715
C 13.29701 0.89227 4.64521 0.2 0.0 0.2 -0.0841
C -1.70662 4.63242 -1.15557 -0.2 -0.1 -0.1 -0.0351
C -9.77561 2.71658 -8.86949 0.1 -0.2 -0.1 -1.5234
C -0.16597 0.60579 -0.69962 0.4 0.6 -0.6 -0.1264
C 1.33784 0.69760 -0.73904 0.3 -0.6 0.3 -0.1292
C 9.05440 0.29279 1.21465 0.0 -0.4 0.5 -0.2456
C 14.82001 4.59778 0.87256 0.1 -0.1 0.2 -1.4945
C -3.03425 0.50355 -0.58292 0.0 0.2 -1.4 -0.2351
C 13.27112 2.27328 4.50167 -0.6 -0.3 -0.1 -0.1607
C 4.59152 -0.28209 -11.37505 0.0 0.0 -0.1 -1.5683
C -2.34750 1.47077 -1.31184 0.8 0.5 -0.5 -0.0616
C 6.75838 0.62404 0.08014 0.6 -0.4 0.0 -0.2049
C 12.25780 0.11188 4.14922 0.0 -0.3 0.0 -0.1002
C -2.23549 -0.46523 0.07698 -0.7 0.0 -0.1 -0.2114
C 0.18596 -0.54484 3.26437 0.2 -0.2 -0.2 0.1037
C -11.24849 -13.18050 5.46566 0.0 -0.1 -0.1 -1.5649
C -0.85768 -0.38756 -0.00440 0.6 0.0 0.0 0.0239
C 2.03505 -0.54677 -1.34259 0.8 0.2 -0.1 -0.1941
C -2.77922 2.62495 -2.18433 -0.5 0.7 0.4 -0.3201
C 11.15881 2.05793 3.32028 -0.1 -0.5 0.1 -0.1007
C -2.83605 -1.59515 0.88288 0.3 -0.1 0.6 -0.1352
C 11.15825 0.66306 3.49006 0.0 0.4 -0.3 -0.2417
C -0.53034 2.75209 -2.20511 -0.1 -0.8 1.3 -0.3341
C -0.98446 -0.29174 3.22425 -0.3 0.3 -0.9 -0.1355
C 12.19200 2.83729 3.81857 -0.5 0.2 0.6 -0.2491
C 8.34216 -0.36540 4.14719 0.1 -0.1 -0.4 -0.1960
C 6.55741 2.27488 -7.55355 0.1 -0.1 0.0 -1.5306
C -2.78432 5.63952 -1.53368 -0.1 0.7 -0.4 -0.4338
C -12.64926 -8.49034 8.13116 0.0 0.1 0.0 -1.5208
C -5.31592 -1.15155 -1.23534 0.0 0.8 -0.6 -0.2921
C 10.32491 -2.17209 2.69574 -0.2 0.1 -0.3 -0.1737
C 14.04187 10.02031 1.45065 0.1 -0.1 0.1 -1.5441
H -0.75644 5.16636 -1.23938 -0.1 0.0 0.1 0.1480
H -7.24680 -2.29504 3.44718 0.0 0.0 0.0 0.0159
H 7.94095 -1.17455 0.11330 -0.1 -0.1 0.3 0.1074
H 8.95485 1.38068 1.31997 0.0 -0.1 -0.1 0.0663
H 3.92145 -0.93198 -2.41728 -0.2 0.0 0.0 0.0694
H 1.73338 0.84257 0.27617 -0.2 0.0 -0.1 0.1218
H -2.76891 -2.11908 2.96877 -0.1 0.1 0.0 0.1118
H 14.17241 4.69313 0.01039 0.0 0.0 0.0 0.0147
H 7.47339 -0.92455 3.77290 0.4 0.3 0.1 -0.0825
H 5.83864 -1.17264 -0.68869 -0.2 0.1 -0.1 0.1084
H 8.64368 -0.85597 5.07880 0.1 0.2 -0.1 0.0404
H -10.16987 8.40728 -4.62281 0.0 0.0 0.0 0.0109
H 1.66676 1.57287 -1.30157 -0.3 -0.1 0.0 0.1023
H 6.17868 0.06935 -1.90249 -0.3 -0.2 0.0 0.1141
H 9.73414 -2.69968 1.93515 0.1 0.0 0.1 0.0241
H 4.41458 -3.20487 4.19378 0.0 0.0 0.0 0.0153
H -2.85583 0.15515 3.94651 -0.1 0.1 -0.2 0.1156
H 3.94097 0.22639 0.21698 0.2 0.0 -0.1 0.0961
H 3.23385 0.70228 -2.60165 0.2 -0.3 -0.2 0.1012
H 14.07302 2.90335 4.86897 -0.1 -0.1 0.0 0.0985
H 7.39861 1.31788 -0.47803 -0.2 0.1 0.0 0.1054
H 1.40579 -1.00798 -2.11971 0.3 0.2 0.3 0.0614
H 2.94239 -2.23348 -6.41769 0.0 0.0 0.0 0.0119
H -11.94255 -5.22494 2.63448 0.0 0.0 0.0 0.0205
H 9.80926 0.08751 0.44624 -0.1 0.3 0.0 0.0838
H 8.05655 0.67613 4.33801 -0.1 -0.2 0.1 0.0397
H -11.50623 3.43739 -5.81552 0.0 0.0 0.0 -0.0622
H -5.50401 1.29635 -2.35868 0.0 0.6 -0.1 0.0491
H -6.31546 -0.99159 -1.65297 0.1 0.0 0.0 -0.0267
H 7.16440 -0.75007 1.66930 0.2 -0.2 -0.1 0.0402
H 1.21070 -0.81275 3.13430 0.0 0.1 0.4 -0.0108
H 4.57133 0.19878 -10.40677 0.0 0.0 0.0 -0.0601
H -13.68442 -5.17988 7.17633 0.0 0.0 0.0 -0.0461
H -4.63909 -1.43688 -2.04665 0.0 -0.1 0.2 0.0574
H -8.99033 3.43299 -8.66525 0.0 0.0 0.0 0.0156
H -2.11482 -2.41935 0.86372 -0.1 0.1 0.0 0.1179
H -9.99338 1.39926 -2.29243 0.0 0.0 0.0 -0.0453
H -2.56578 0.89020 2.38547 0.2 -0.2 -0.1 0.1153
H -12.08423 -8.49071 9.05435 0.0 0.0 0.0 0.0171
H 2.25109 -1.30201 -0.57364 -0.4 0.0 0.0 0.0928
H -0.24730 -1.13301 0.49920 -0.2 0.0 0.0 0.1247
H -11.62933 -12.40711 6.12035 0.0 0.0 0.0 -0.0422
H 10.32735 2.51315 2.78638 0.2 0.2 0.1 0.0951
H 13.46584 10.71572 0.85443 0.0 0.0 0.0 0.0108
H 4.42217 1.51600 -0.90406 -0.1 -0.1 0.3 0.1170
H 14.13014 0.41280 5.15232 -0.1 0.1 -0.1 0.1040
H -5.43788 -1.92800 -0.48763 0.3 -0.1 -0.1 -0.0245
H 6.49452 3.31307 -7.85249 0.0 0.0 0.0 0.0147
H 6.23398 1.21642 0.83997 -0.1 -0.1 -0.2 0.1121
H -1.81149 4.21846 -0.14267 -0.2 0.2 -0.1 0.1396
H 10.19576 -2.71708 3.63644 0.1 0.1 -0.1 0.0329
H 12.14398 3.91010 3.68424 -0.1 -0.1 0.2 0.0702
H 11.37150 -2.21800 2.37928 -0.1 0.0 0.1 0.0285
H -3.74977 -1.99989 0.45396 0.1 0.2 -0.1 0.0710
H -4.19964 -1.20346 2.58061 0.1 0.3 -0.2 0.0744
H 12.31157 -0.96779 4.27870 0.0 0.1 0.0 0.0947
```
Positions in Å, forces in eV/Å.